1.
Formula: C36H29Br2ClN2O6P2Ti
Source: OMol25
Level of theory: wB97M-V/def2-TZVPD

Values from the calculation:
Expectation value of S²: 2.00
LUMO energy (alpha / beta), eV: 0.036 / -0.099
HOMO level (alpha / beta), eV: -6.73 / -8.39

Structure (ORCA input):
```
! wB97M-V def2-TZVPD RIJCOSX def2/J DEFGRID3
* xyz 0 3
Ti -1.0999 1.2261 0.2903
N 1.0420 -1.7921 -1.3533
P 0.3389 -1.2665 -2.8395
C 0.2563 -2.8851 -3.6953
C -0.9848 -3.5154 -3.7368
C -1.1216 -4.7709 -4.3132
C -0.0160 -5.4041 -4.8608
C 1.2248 -4.7802 -4.8326
C 1.3601 -3.5270 -4.2544
C 1.7574 -0.4982 -3.7007
C 2.9179 -0.1131 -3.0376
C 3.9365 0.5409 -3.7197
C 3.8005 0.8216 -5.0698
C 2.6388 0.4530 -5.7364
C 1.6226 -0.1965 -5.0557
P 0.7245 -0.9387 0.0714
C 2.2747 -1.1988 0.9817
C 2.7093 -2.4721 1.3535
C 3.9339 -2.6379 1.9802
C 4.7374 -1.5332 2.2375
C 4.3211 -0.2664 1.8579
C 3.0945 -0.1008 1.2285
C -0.5380 -1.9217 0.9738
C -0.4074 -2.4165 2.2697
C -1.4960 -2.9857 2.9163
C -2.7302 -3.0527 2.2843
C -2.8765 -2.5443 1.0012
C -1.7888 -1.9795 0.3501
H 1.8709 -2.3759 -1.3681
H -1.8512 -3.0133 -3.3208
H -2.0927 -5.2482 -4.3423
H -0.1215 -6.3803 -5.3166
H 2.0881 -5.2686 -5.2665
H 2.3287 -3.0409 -4.2489
H 3.0357 -0.3176 -1.9797
H 4.8339 0.8341 -3.1896
H 4.5920 1.3334 -5.6020
H 2.5215 0.6795 -6.7883
H 0.7147 -0.4703 -5.5816
H 2.0826 -3.3347 1.1567
H 4.2633 -3.6275 2.2687
H 5.6931 -1.6642 2.7280
H 4.9524 0.5928 2.0434
H 2.7788 0.8845 0.9041
H 0.5416 -2.3465 2.7855
H -1.3805 -3.3731 3.9208
H -3.5774 -3.4947 2.7926
H -3.8382 -2.5807 0.5057
H -1.9130 -1.5755 -0.6523
O -1.5967 1.3901 -3.7325
Cl -1.6885 1.8421 -2.3954
O -2.3938 0.8560 -1.5550
O -2.3352 3.0972 -2.2930
O -0.3627 1.9055 -1.7686
Br -0.0417 5.1385 3.1985
C -1.8480 5.4454 2.6993
C -2.4464 6.5683 3.2531
C -3.7766 6.8447 2.9883
C -4.5171 5.9883 2.1871
C -3.9195 4.8648 1.6514
C -2.5725 4.5782 1.8812
C -2.0226 3.3577 1.2233
O -0.8088 3.2899 0.8870
O -2.8027 2.3862 1.0010
H -1.8657 7.2179 3.8927
H -4.2334 7.7275 3.4164
H -5.5583 6.1987 1.9815
H -4.4747 4.1795 1.0255
Br -0.5054 1.0402 7.1017
C -0.6356 0.9895 5.2232
C -1.7967 0.5339 4.6218
C -1.8483 0.5195 3.2411
N -0.8261 0.9068 2.4711
C 0.2798 1.3555 3.0723
C 0.4259 1.4170 4.4439
H -2.6461 0.2088 5.2038
H -2.7437 0.1860 2.7317
H 1.0716 1.7097 2.4258
H 1.3349 1.8001 4.8825
*
```


2.
Formula: C36H29N10OSTa
Source: OMol25
Level of theory: wB97M-V/def2-TZVPD

Values from the calculation:
LUMO energy, eV: -7.241
HOMO level, eV: -13.42

Structure (ORCA input):
```
! wB97M-V def2-TZVPD RIJCOSX def2/J DEFGRID3
* xyz 2 1
Ta -12.5911 -6.9234 9.7370
C -11.0354 -5.7551 13.9638
C -11.4645 -5.8368 12.5026
N -12.2900 -6.7287 12.0326
N -12.9415 -7.5562 12.9302
C -13.9686 -8.2343 12.4571
N -14.6216 -8.9846 13.3816
S -14.5612 -8.1008 10.8304
C -10.7128 -5.1129 11.4489
C -10.0408 -3.9099 11.6868
C -9.1615 -3.3853 10.7166
C -9.1593 -3.9941 9.4515
C -9.9660 -5.0454 9.2046
N -10.8141 -5.5864 10.1806
H -11.5418 -4.9913 14.5707
H -9.9619 -5.7536 13.9481
H -11.3309 -6.6943 14.3911
H -14.1081 -9.1570 14.2650
H -15.4347 -9.5769 13.1339
H -10.0093 -3.5362 12.7029
H -8.7280 -2.4349 10.9973
H -8.4808 -3.6853 8.6479
H -9.9984 -5.5387 8.1955
O -12.3624 -5.0279 5.8941
C -12.1712 -5.7536 6.8244
N -12.7895 -5.5765 8.1092
C -13.6142 -4.4078 8.1021
C -14.3959 -4.2794 9.3662
C -15.2848 -3.2263 9.5545
C -15.7257 -2.9900 10.8595
C -15.4584 -3.9782 11.7997
C -14.6497 -5.0483 11.4790
N -14.0898 -5.1898 10.2892
C -11.2810 -6.9572 6.7383
C -10.8368 -7.4259 5.4971
C -9.9878 -8.5137 5.5400
C -9.5639 -9.0438 6.7600
C -10.0699 -8.4838 7.9809
N -10.9902 -7.5154 7.9133
H -13.1147 -3.4582 7.9094
H -14.3397 -4.3706 7.2533
H -15.4581 -2.5303 8.7269
H -16.2452 -2.0761 11.0778
H -15.8776 -4.0478 12.7995
H -14.4366 -5.8164 12.1884
H -11.2551 -6.8856 4.7120
H -9.7200 -9.0159 4.6077
H -8.8980 -9.9056 6.7731
H -9.8259 -8.8833 8.9995
N -13.0984 -17.3593 9.2713
C -12.9409 -16.2360 9.1430
C -12.7927 -14.8231 9.1683
C -13.0136 -14.1400 10.3908
C -12.9792 -12.7560 10.3966
C -12.7557 -11.9685 9.1893
C -12.5845 -12.7347 7.9992
C -12.6313 -14.0776 7.9891
C -12.5591 -10.4842 9.1855
C -13.4561 -9.8152 8.3224
C -14.5577 -10.3275 7.6232
C -15.2583 -9.2037 7.1879
C -14.6195 -8.0779 7.6519
N -13.4664 -8.3607 8.2991
C -11.6353 -10.0097 10.1134
C -10.6673 -10.8016 10.6622
C -9.8305 -10.0049 11.4354
C -10.4013 -8.7656 11.2786
N -11.4658 -8.7445 10.5296
H -13.2325 -14.7497 11.2395
H -13.1011 -12.2046 11.3486
H -12.3891 -12.2044 7.1149
H -12.4739 -14.5904 7.0635
H -14.9684 -11.2843 7.6720
H -16.1083 -9.1368 6.5377
H -14.9442 -7.0626 7.4023
H -10.5694 -11.8052 10.4994
H -9.0313 -10.3225 12.0697
H -10.1574 -7.8755 11.9455
*
```


For the records above, the corresponding strongest force on any atom values read 0.012, 0.103 Eh/bohr.
For the records above, the corresponding relative energy (zero: lowest compared OMol25 entry of this formula, charge and spin) values read 393.9, 62.3 kJ/mol.